C15H34GdGeN3O3SSe | the ωB97M-V functional and the def2-TZVPD basis

Output
- calculated total energy (a.u.) = -6623.5846
- total charge = +2
- E_LUMO (alpha / beta) (hartree) = -0.1981 / -0.3203
- 2S+1 = 8
- strongest force on any atom (hartree/bohr) = 0.071
- ΔE to the lowest compared entry with this formula, charge and spin (kcal per mole) = 24.2

Each line ends with the Mulliken charge.
Positions of all 59 atoms, in Å:
Gd  0.13  -0.75  -0.18  1.352
N  2.10  -1.98  0.63  -0.514
N  2.39  -0.64  1.20  -0.224
C  2.98  0.27  0.17  0.615
O  4.01  0.89  0.23  -0.570
O  2.11  0.27  -0.81  -0.508
H  1.97  -2.71  1.35  0.253
H  2.75  -2.33  -0.06  0.271
H  2.97  -0.72  1.99  0.351
C  2.67  3.50  2.04  -0.992
Ge  1.19  4.27  1.06  0.651
C  1.77  5.88  0.20  -1.105
C  -0.66  4.63  1.86  -1.269
C  0.66  2.98  -0.40  -1.198
Se  -0.91  2.03  -0.04  0.215
C  -1.62  2.08  -1.86  -0.855
H  3.14  4.21  2.76  0.363
H  3.46  3.09  1.39  0.339
H  2.28  2.61  2.68  0.209
H  2.81  5.60  -0.17  0.342
H  1.84  6.72  0.85  0.405
H  1.16  6.17  -0.68  0.376
H  -1.26  4.98  0.96  0.323
H  -0.55  5.42  2.54  0.438
H  -1.12  3.74  2.32  0.355
H  1.42  2.29  -0.74  0.546
H  0.34  3.50  -1.28  0.513
H  -2.12  1.14  -2.01  0.315
H  -0.76  2.21  -2.55  0.261
H  -2.36  2.92  -2.06  0.371
O  -0.33  -1.29  -2.14  -0.462
S  -0.38  -1.46  -3.77  0.233
C  0.35  -3.01  -4.10  -0.501
C  1.89  -2.85  -4.11  -0.760
C  2.27  -1.37  -3.87  -0.129
C  1.08  -0.49  -4.28  -0.493
H  -0.03  -3.35  -5.05  0.418
H  0.04  -3.75  -3.39  0.410
H  2.23  -3.22  -5.07  0.285
H  2.25  -3.57  -3.36  0.325
H  3.10  -1.07  -4.51  0.548
H  2.47  -1.21  -2.77  -0.229
H  1.08  -0.33  -5.44  0.426
H  1.13  0.49  -3.80  0.245
C  -3.71  -3.77  1.80  -1.570
C  -3.08  -2.91  2.94  2.090
C  -2.62  -3.75  4.08  -1.787
C  -4.25  -1.95  3.31  -1.484
C  -1.91  -2.24  2.32  -0.208
N  -1.16  -1.84  1.51  -0.574
H  -4.47  -4.47  2.19  0.402
H  -2.97  -4.40  1.29  0.397
H  -4.24  -3.20  1.09  0.424
H  -3.45  -4.35  4.57  0.399
H  -2.31  -3.24  4.97  0.412
H  -1.93  -4.55  3.84  0.420
H  -5.20  -2.51  3.66  0.341
H  -4.51  -1.25  2.50  0.374
H  -4.14  -1.36  4.21  0.419